Below is 2 unconnected molecules or ions with the total composition C5H9N3 at a distorted geometry, with properties calculated with the ωB97M-V functional and the def2-TZVPD basis.

Structure (XYZ):
```
17
Properties=species:S:1:pos:R:3
C -2.541 -0.662 -0.302
C -1.195 -0.718 -0.739
C -2.701 0.510 0.386
C -0.606 0.420 -0.280
C 2.407 -0.802 0.391
N -1.503 1.169 0.389
N 1.596 1.161 -0.743
N 2.346 0.631 0.210
H -3.295 -1.403 -0.481
H -0.739 -1.502 -1.309
H -3.569 0.915 0.868
H 1.388 -1.214 0.401
H 2.960 -1.248 -0.437
H 2.902 -1.041 1.331
H -1.323 2.069 0.799
H 1.572 0.544 -1.553
H 2.302 1.169 1.068
```

**ΔE to the lowest compared entry with this formula, charge and spin**: 108.01 kcal per mole
**Orbital gap (spin up / spin down)**: 8.59 / 8.09 eV
**Largest force on an atom**: 2.9 eV/A